Computed, not measured: a cluster of 7 separate species, C29H49Cl3O12 in total, with ωB97M-V with the def2-TZVPD basis set.

Element x y z (Å)
C 2.6270 3.8069 -4.5167
C 2.4245 2.8357 -5.4350
C 1.6558 1.6130 -5.2307
O 1.4204 0.7570 -6.0860
C 1.2480 1.5109 -3.8239
C 1.4606 2.4513 -2.9122
C 2.1360 3.7446 -3.1369
O 2.1263 4.6962 -2.3886
O 0.9998 2.1998 -1.6231
O 2.8779 2.9013 -6.6973
H 3.2794 4.6242 -4.7867
H 0.5975 0.6724 -3.6234
H 0.8436 2.9904 -1.1014
H 2.4342 2.2611 -7.2585
C 2.5815 -2.3049 -3.7991
C 1.5583 -2.9437 -3.2240
C 0.9748 -4.2085 -3.5803
O 0.1182 -4.7749 -2.9831
C 1.5128 -4.6002 -4.8294
C 2.5273 -4.0138 -5.5175
C 3.1947 -2.8118 -5.0276
O 4.1014 -2.3245 -5.6198
O 3.0859 -4.6379 -6.6414
O 0.9063 -2.2769 -2.2323
H 2.9124 -1.3553 -3.4050
H 1.1899 -5.5846 -5.1345
H 3.5338 -3.9919 -7.1924
H 0.1933 -2.8514 -1.9438
C -0.1212 -0.6108 0.4396
Cl -0.7620 1.0897 0.3925
Cl -1.5011 -1.6953 0.0949
Cl 0.4858 -1.0027 2.0697
H 0.6320 -0.6849 -0.3449
C -3.5712 1.6833 -1.7262
C -2.5656 1.2649 -2.8049
O -3.3108 0.6091 -3.8571
C -2.6105 0.0881 -5.0648
C -1.7740 -1.1277 -4.7584
H -4.1434 0.8979 -1.2324
H -3.0309 2.3368 -1.0413
H -4.3150 2.3805 -2.1120
H -1.9159 2.0793 -3.1255
H -1.9047 0.5183 -2.3644
H -3.2276 -0.1333 -5.9357
H -2.0077 0.9693 -5.2848
H -2.5860 -1.6804 -4.2858
H -1.0505 -0.8550 -3.9902
H -1.2945 -1.4788 -5.6722
C -0.1587 6.5612 0.4953
C -0.4420 5.0406 0.5540
O 0.7071 4.2501 0.1880
C 1.7530 4.2151 1.1601
C 1.4287 3.4816 2.4510
H -1.0797 7.0902 0.2504
H 0.3140 6.9334 1.4042
H 0.4752 6.6802 -0.3834
H -0.7542 4.6446 1.5204
H -1.2697 4.8472 -0.1283
H 2.6109 3.6265 0.8351
H 2.0563 5.2446 1.3507
H 2.3020 3.1191 2.9933
H 0.7876 2.6200 2.2647
H 0.9623 4.2007 3.1243
C 4.2590 -1.9795 6.2557
C 3.7451 -0.8338 7.1043
O 3.0888 0.2085 6.3537
C 1.8200 -0.0437 5.8722
C 1.5370 1.0057 4.8846
H 4.9607 -2.5495 6.8646
H 3.5262 -2.6733 5.8437
H 4.6971 -1.5816 5.3404
H 3.1828 -1.2844 7.9222
H 4.5952 -0.3114 7.5431
H 1.7897 -1.0354 5.4209
H 1.1379 -0.0909 6.7211
H 1.9381 0.8510 3.8830
H 2.0252 1.9220 5.2165
H 0.4658 1.1629 4.7583
C -4.6230 -5.9302 4.6972
C -5.2207 -4.6493 5.1784
O -5.1108 -3.5699 4.2344
C -3.7867 -3.0216 3.8749
C -4.0797 -1.8541 2.9092
H -5.0778 -6.1801 3.7387
H -3.5340 -5.9763 4.6895
H -4.9689 -6.6152 5.4714
H -6.2878 -4.8294 5.3085
H -4.7912 -4.2991 6.1170
H -3.1887 -2.8911 4.7768
H -3.2291 -3.7833 3.3300
H -3.1675 -1.4033 2.5183
H -4.7203 -1.1259 3.4066
H -4.6224 -2.2257 2.0400

Force components x, y, z for each atom (eV/Å):
1.017 -0.189 -0.716
0.443 0.745 -1.758
-0.833 -1.662 1.662
0.414 1.808 0.787
-0.898 -0.942 -1.114
-1.142 -0.696 3.585
-0.315 0.143 -2.038
0.209 -0.426 0.375
0.584 -0.647 -2.264
0.804 1.531 0.228
-0.172 0.262 -0.068
0.177 -0.211 0.459
0.204 1.057 0.401
-0.217 -0.718 0.148
1.186 0.008 -1.437
-0.963 0.758 1.267
4.159 2.808 -3.673
-3.975 -2.137 3.240
0.355 -1.962 -0.916
0.715 -0.145 -0.329
-4.115 -1.899 2.610
3.979 2.268 -2.499
-0.989 -0.173 0.687
-0.142 0.727 1.103
0.040 0.144 0.028
-0.202 -0.162 -0.477
0.230 0.514 0.392
-0.379 -0.529 0.101
-1.192 0.559 0.245
0.319 -0.868 0.427
0.570 0.156 -0.198
0.147 0.225 -0.621
-0.004 -0.268 0.256
0.180 1.227 -0.660
-0.799 -1.849 -0.135
-0.622 -0.496 -0.970
1.392 2.327 1.438
-0.891 1.265 0.740
0.569 -0.208 -0.012
0.084 -0.448 0.561
-0.144 -0.111 -0.523
-0.247 0.336 -0.406
0.272 -0.038 0.146
-0.882 0.370 0.618
0.421 -0.070 -0.820
0.679 -1.396 -0.177
0.234 -0.410 -0.131
-0.166 -0.534 0.342
-0.093 -1.099 -0.268
0.517 0.069 0.375
-0.227 -0.218 -0.133
0.338 -0.405 0.360
-0.799 0.732 0.604
-0.037 0.101 0.427
-0.041 0.187 -0.196
0.300 0.231 0.160
-0.263 0.485 0.271
0.378 -0.444 -0.314
-0.145 0.467 -1.303
0.291 -0.015 0.081
0.253 0.115 -0.367
-0.106 0.102 0.025
-0.462 -0.364 0.318
-0.054 0.100 -0.746
0.030 0.387 -0.677
1.855 -0.517 1.237
-0.079 -1.561 0.330
-0.611 1.310 -0.940
0.192 -0.050 -0.284
-0.438 0.000 0.530
0.638 0.071 0.215
-0.672 0.477 0.159
0.015 -0.093 0.055
-0.133 -0.287 -0.237
-0.496 0.294 0.041
0.119 -0.507 0.124
-0.336 0.206 0.207
-0.026 0.158 0.034
-0.178 -0.381 0.629
0.692 1.555 -0.938
0.389 0.449 -0.217
-1.436 -1.316 -0.484
0.163 -0.444 0.824
0.284 -0.204 -0.008
-0.067 0.166 -0.259
0.153 -0.681 -0.237
-0.052 0.368 0.040
0.057 -0.206 0.346
-0.157 0.877 0.191
-0.008 -0.223 -0.242
0.027 0.103 0.285
0.179 0.163 -0.052
-0.045 -0.204 0.133

Results
HOMO (spin up / spin down)   -2.46 / -4.83 eV
LUMO (spin up / spin down)   0.4 / 0.4 eV
HOMO-LUMO gap (spin up / spin down)   2.9 / 5.3 eV
⟨S²⟩   0.768
Charge   -1
2S+1   2